No. 1
82
Properties=species:S:1:pos:R:3:forces:R:3:mulliken_charge:R:1 method="wB97M-V/def2-TZVPD" mol_weight_g_mol=688.650 orbital_gap_ev=7.642 smiles="O=[N+]([O-])c1ccccc1.O=[N+]([O-])c1ccccc1.O=[N+]([O-])c1ccccc1.O=[N+]([O-])c1ccccc1.O=[N+]([O-])c1ccccc1.CN(C)C=O" homo_energy_ev=-9.21
C -3.0893 0.2567 5.8185 6.25 -11.02 3.27 -0.84
C -3.3603 -0.7863 6.8825 0.85 -0.78 -1.26 -0.25
C -2.6013 -2.1513 7.0115 2.64 6.21 -1.59 -0.61
C -1.2193 -2.0953 6.3545 -5.25 3.63 -2.85 0.06
C -0.9953 -1.0733 5.2025 -0.73 -0.42 2.08 0.13
C -2.0093 0.0307 4.9565 2.56 -2.31 1.92 -0.23
N -0.2593 -3.1073 6.6305 -2.22 -1.43 3.37 0.96
O -0.5493 -3.8793 7.6265 1.38 1.84 -3.05 -0.58
O 0.7177 -3.0943 5.9615 1.83 -0.90 -0.47 -0.59
H -3.6643 0.9477 5.5985 -5.59 6.74 -1.21 0.65
H -4.2033 -0.4523 7.5725 1.09 -1.29 -0.89 0.29
H -2.7293 -2.8513 7.8205 -0.43 -0.04 -0.05 0.42
H 0.0477 -1.1273 4.6545 -2.51 0.21 1.11 0.14
H -1.7643 0.8497 4.2905 0.15 -0.42 -0.48 0.44
C -1.1803 -1.2533 -2.6495 -0.24 1.45 -4.54 -0.18
C -1.3523 -1.1693 -4.1825 -5.24 6.05 5.55 -1.06
C -2.3103 -0.1053 -4.7945 1.27 0.70 2.24 -0.69
C -2.8213 0.9787 -3.9115 0.29 -3.53 3.78 0.05
C -2.7143 0.8807 -2.3135 4.17 -4.68 -5.72 -0.73
C -1.7753 -0.2293 -1.8425 -2.10 1.48 -4.74 -0.06
N -3.6683 2.0827 -4.4365 2.32 0.48 -2.16 0.97
O -4.3223 2.7587 -3.6975 -0.76 -0.14 0.95 -0.59
O -3.4543 2.3917 -5.6255 -0.54 -0.91 1.16 -0.58
H -0.4233 -2.0243 -2.2645 -1.45 1.36 -0.29 0.44
H -0.9233 -1.7843 -4.8115 2.11 -3.29 -2.95 0.89
H -2.5703 0.0277 -5.9275 0.84 -0.56 2.34 0.32
H -3.0063 1.6657 -1.7075 -0.73 1.29 1.08 0.65
H -1.3693 -0.2793 -0.9175 0.32 0.29 3.37 0.64
C 2.7367 0.0767 -1.5885 1.54 1.56 -4.08 0.21
C 2.9677 0.2067 -3.1075 2.31 0.91 3.75 -0.42
C 4.4107 0.7127 -3.5375 -2.54 -3.06 4.26 -0.58
C 5.4997 0.7887 -2.4285 -3.13 0.43 1.43 -0.20
C 5.1317 0.7927 -0.9465 -4.35 -2.23 -7.67 -0.75
C 3.7537 0.3747 -0.6865 1.70 0.13 2.49 0.67
N 6.9307 1.1767 -2.8075 -2.15 2.42 -2.69 0.84
O 7.8007 1.3767 -1.9835 -0.91 -0.92 -0.78 -0.53
O 6.9457 1.5457 -4.0305 1.09 -1.28 2.90 -0.54
H 1.7087 -0.0183 -1.2565 0.16 -0.63 0.07 0.14
H 1.9687 -0.0743 -3.6605 2.67 0.93 0.24 0.34
H 4.5097 0.6227 -4.6095 0.95 0.55 0.13 0.52
H 5.7787 0.9777 -0.2045 2.42 0.61 2.38 0.69
H 3.5537 0.2067 0.4665 0.12 0.61 -2.46 -0.45
C -3.6173 -1.2413 1.0505 -0.11 -0.10 -0.40 -0.16
C -4.5763 -1.1783 -0.0985 5.35 -5.81 -1.20 -0.80
C -4.4343 -2.1653 -1.3835 0.92 -0.76 3.40 -0.10
C -3.4373 -3.2763 -1.2065 1.13 3.27 4.51 0.17
C -2.4413 -3.2403 0.0385 -8.24 10.52 -1.70 -1.22
C -2.4773 -2.1333 1.1015 0.96 -2.17 -2.85 0.24
N -3.2333 -4.3763 -2.1995 -1.04 1.77 -2.42 0.87
O -4.2603 -4.4423 -2.9175 1.89 -1.08 0.94 -0.56
O -2.1373 -4.9013 -2.4695 -2.22 0.85 1.42 -0.52
H -3.7133 -0.6153 2.0565 -0.16 -0.83 -2.70 0.23
H -5.1813 -0.3813 -0.2045 -2.31 2.35 -0.13 0.59
H -5.1833 -2.1703 -2.2895 1.78 0.26 2.07 0.36
H -1.9903 -4.0403 0.0715 5.64 -7.64 0.72 0.89
H -1.4063 -1.9683 1.7585 -3.86 -0.77 -1.58 0.01
C 1.2377 3.1467 -3.6735 5.35 5.23 9.54 -0.71
C 2.5497 3.8977 -3.3865 -0.49 -1.34 0.79 -0.56
C 2.9697 4.0487 -1.9075 -7.52 -1.45 -2.09 -0.34
C 1.9517 3.8517 -0.7795 -0.38 -2.04 -4.92 -0.06
C 0.5237 3.4027 -1.1155 11.22 1.39 -8.66 -1.05
C 0.4027 3.0227 -2.5145 -1.46 1.22 1.02 -0.14
N 2.4417 3.6737 0.5835 2.05 3.28 -0.92 1.05
O 3.5897 4.1947 0.7695 -2.68 -2.01 0.46 -0.59
O 1.6727 3.2347 1.4115 0.70 -0.30 0.26 -0.61
H 0.9937 2.8047 -4.5345 -1.74 -1.95 -5.63 0.81
H 3.3487 4.2557 -4.3225 -2.47 -1.36 3.14 0.24
H 3.9497 4.2167 -1.7945 3.34 0.92 1.06 0.64
H 0.0067 3.3447 -0.3435 -5.67 -0.90 6.15 0.97
H -0.6313 2.8327 -2.7495 -0.26 -0.84 -0.24 0.34
C 1.3567 -1.9603 1.1855 2.15 -1.92 -0.10 -0.35
O 0.5657 -2.0753 0.2945 -1.02 -1.35 -1.74 -0.40
N 1.4047 -0.8903 1.8945 -1.69 4.68 3.51 0.97
C 2.3337 -0.7043 2.9505 3.15 1.13 3.32 -0.93
C 0.4477 0.2417 1.6875 -2.79 -7.40 -3.13 -1.41
H 2.2457 -2.6423 1.5295 -1.57 0.24 -0.96 0.15
H 3.2677 -0.2353 2.5435 -0.09 -1.14 0.04 0.21
H 2.6227 -1.7143 3.5955 -0.92 2.78 -1.68 0.37
H 2.1847 0.2747 3.6675 -0.86 -2.89 -1.36 0.25
H -0.6883 0.0487 1.8885 2.04 -0.43 -0.94 -0.15
H 0.6717 0.6347 0.7515 -0.51 0.09 -2.50 0.23
H 0.5467 1.0477 2.1465 2.19 6.41 5.54 1.08


No. 2
69
Properties=species:S:1:pos:R:3:forces:R:3:mulliken_charge:R:1 method="wB97M-V/def2-TZVPD" mol_weight_g_mol=506.691 orbital_gap_ev=3.634 homo_energy_ev=-8.70 total_charge=+1
C -2.0148 -2.1261 4.3962 -0.43 -0.06 -0.22 -1.06
S -1.5889 -1.2880 2.8113 -0.22 -0.12 0.33 0.26
C -3.2666 -0.7591 2.2858 0.57 -0.11 0.16 -0.87
C -0.7902 0.1631 3.1761 -0.94 0.64 -0.71 -0.79
C 0.5005 0.2251 3.7433 1.08 -0.01 0.46 1.15
C 0.9332 1.4490 4.3682 0.01 -0.84 -0.28 -0.72
C 2.1874 1.5501 4.9452 -0.23 0.12 -0.19 -0.60
C 3.0730 0.4614 4.9193 0.11 -0.19 -0.09 0.42
C 4.4084 0.5985 5.4447 1.98 0.16 0.86 -0.05
N 5.4993 0.7105 5.8604 -2.38 -0.23 -0.92 -0.52
C 2.6612 -0.7567 4.3493 0.13 0.00 0.07 -0.70
C 1.4054 -0.8819 3.7741 -0.19 0.33 0.18 -0.59
H -1.0876 -2.4926 4.8450 -0.09 0.19 -0.17 0.38
H -2.5305 -1.4414 5.0771 0.17 -0.02 -0.20 0.32
H -2.6568 -2.9779 4.1428 0.14 0.09 0.11 0.41
H -3.1600 -0.2370 1.3282 0.01 -0.11 0.30 0.07
H -3.8645 -1.6670 2.1450 0.21 0.23 0.08 0.45
H -3.7166 -0.1076 3.0444 0.22 -0.15 -0.17 0.42
H -1.3599 1.0740 3.0045 -0.13 -0.27 0.40 0.41
H 0.2179 2.2691 4.4107 0.26 -0.07 0.02 0.40
H 2.4946 2.4779 5.4359 -0.10 -0.31 -0.21 0.44
H 3.3537 -1.6098 4.3750 -0.38 0.43 -0.08 0.41
H 1.1070 -1.8446 3.3398 0.15 0.38 0.14 0.37
C 3.8906 -5.0944 -3.8780 0.05 0.30 -0.04 -0.81
O 4.1448 -3.6756 -3.9619 -0.83 0.38 0.41 -0.43
C 3.1815 -2.8132 -3.5446 0.07 -0.41 0.00 0.93
C 3.5083 -1.4360 -3.5860 -0.03 -0.30 0.09 -0.86
C 2.6149 -0.4983 -3.1117 -0.04 -0.07 0.11 -0.31
C 1.3099 -0.8744 -2.7131 -0.02 -0.14 -0.19 -0.30
C 0.3428 0.0894 -2.1876 -0.39 -0.32 -0.26 0.21
C 0.7544 1.1023 -1.2971 0.01 0.17 0.14 -0.69
C -0.0790 2.0436 -0.7178 0.52 0.33 -0.96 0.02
C 0.3448 3.1365 0.1060 0.29 0.63 0.55 0.50
C -0.5850 4.1435 0.4878 0.25 -0.44 -0.01 -0.43
C -0.2026 5.1850 1.3254 0.13 0.16 0.00 -0.64
C 1.1245 5.2732 1.7868 -0.30 -0.62 -0.46 -0.44
C 2.0648 4.3150 1.3667 0.03 0.14 -0.07 -0.74
C 1.6872 3.2736 0.5234 0.03 0.11 0.22 -0.32
C -1.0505 -0.0536 -2.6033 -0.48 -0.25 -0.04 -0.01
C -1.3804 -0.3536 -3.9576 0.31 0.02 0.28 -0.06
C -2.6885 -0.4182 -4.3797 -0.49 -0.10 0.40 -0.90
C -3.7403 -0.3208 -3.4336 -0.23 0.07 0.07 0.79
O -4.9968 -0.4501 -3.9305 0.71 0.04 0.56 -0.44
C -6.1244 -0.4075 -3.0359 0.26 0.01 -0.22 -0.79
C -3.4410 -0.0953 -2.0680 -0.14 0.07 -0.46 -0.31
C -2.1172 0.0974 -1.6940 -0.05 -0.20 -0.02 -0.37
C 0.9667 -2.2506 -2.7817 -0.08 0.31 0.22 -0.41
C 1.9072 -3.2224 -3.0876 0.29 0.21 -0.30 -0.57
H 4.7944 -5.5424 -4.2910 -0.23 -0.06 0.10 0.25
H 3.7498 -5.4120 -2.8354 0.08 0.14 -0.24 0.35
H 3.0137 -5.3800 -4.4753 0.26 0.12 0.09 0.34
H 4.4871 -1.1547 -3.9703 -0.22 -0.03 0.15 0.44
H 2.8938 0.5559 -3.0858 -0.02 -0.28 -0.08 0.50
H 1.8243 1.1335 -1.0913 -0.33 -0.07 0.14 0.52
H -1.1283 2.0773 -0.9948 0.20 -0.05 -0.01 0.69
H -1.6032 4.0828 0.0941 0.25 0.04 0.25 0.38
H -0.9339 5.9515 1.6086 0.35 -0.37 -0.11 0.39
H 1.4200 6.0820 2.4536 -0.06 -0.20 -0.19 0.43
H 3.1092 4.4001 1.6858 -0.47 -0.05 -0.11 0.41
H 2.4369 2.5582 0.1693 -0.28 0.32 0.37 0.32
H -0.5807 -0.4991 -4.6869 -0.19 0.13 0.25 0.52
H -2.9551 -0.5761 -5.4259 0.14 0.01 0.33 0.44
H -6.9777 -0.5287 -3.7021 0.01 0.03 0.26 0.26
H -6.0890 -1.2297 -2.3094 0.03 0.14 -0.19 0.33
H -6.1831 0.5552 -2.5122 0.04 -0.17 -0.16 0.33
H -4.2351 -0.0540 -1.3149 0.35 0.04 -0.39 0.39
H -1.8930 0.3372 -0.6537 -0.12 -0.42 -0.24 0.21
H -0.0463 -2.5603 -2.5159 0.32 0.11 0.03 0.45
H 1.6544 -4.2812 -2.9949 0.04 0.46 -0.16 0.40